# 1
Formula: C3H16N2O3
Source: the OMol25 dataset
Level of theory: the ωB97M-V functional and the def2-TZVPD basis

- lowest unoccupied orbital energy (hartree) = 0.0236
- E_HOMO (eV) = -8.98
- calculated total energy (hartree) = -459.102216
- structure (SMILES) = C[C@H](N)CN.O.O.O
- HOMO-LUMO gap (eV) = 9.6
- energy relative to the best compared isomer or geometry (same formula, charge and spin) (eV) = 0.920

Cartesian coordinates (Å):
N: -0.29 1.30 -0.89
C: -0.80 0.85 0.39
C: -1.87 1.88 0.92
C: -1.55 -0.47 0.45
N: -0.93 -1.58 -0.27
H: -1.02 1.51 -1.57
H: 0.31 2.10 -0.80
H: 0.02 0.89 1.09
H: -1.81 1.94 2.02
H: -1.57 2.93 0.73
H: -2.91 1.80 0.62
H: -2.59 -0.38 0.14
H: -1.66 -0.81 1.50
H: 0.03 -1.47 -0.54
H: -1.54 -1.99 -0.94
H: 0.92 -0.09 -1.45
H: 1.14 -0.30 -2.92
O: 1.53 -0.53 -2.06
H: 0.61 -1.09 1.84
H: 1.95 -1.60 1.68
O: 1.47 -0.77 1.56
H: 3.21 -1.57 -1.13
H: 3.49 -0.90 0.05
O: 3.87 -1.67 -0.42

Atom charges from the natural (NBO) analysis, given in e for atoms 1 to 6: N -0.857; C -0.078; C -0.640; C -0.229; N -0.881; H 0.365

***

# 2
Formula: C3H16N2O3
Source: the OMol25 dataset
Level of theory: the ωB97M-V functional and the def2-TZVPD basis

- lowest unoccupied orbital energy (hartree) = 0.0250
- E_HOMO (eV) = -8.82
- calculated total energy (hartree) = -459.126891
- structure (SMILES) = C[C@H](N)CN.O.O.O
- HOMO-LUMO gap (eV) = 9.5
- energy relative to the best compared isomer or geometry (same formula, charge and spin) (eV) = 0.249

Cartesian coordinates (Å):
N: 0.21 -1.61 -0.14
C: 1.06 -0.45 0.20
C: 2.42 -0.87 0.77
C: 1.28 0.42 -1.03
N: 0.05 1.18 -1.32
H: 0.70 -2.33 -0.65
H: -0.27 -1.97 0.67
H: 0.52 0.11 0.95
H: 2.86 -0.17 1.47
H: 2.45 -1.85 1.24
H: 3.17 -0.99 -0.02
H: 1.61 -0.16 -1.89
H: 2.02 1.19 -0.82
H: -0.78 0.65 -1.10
H: -0.02 1.53 -2.27
H: -1.72 -1.28 -1.20
H: -3.09 -0.67 -1.60
O: -2.60 -1.03 -0.86
H: 0.12 2.48 1.36
H: -1.10 1.69 1.86
O: -0.13 1.76 1.95
H: -2.64 0.15 0.39
H: -3.49 1.16 1.22
O: -2.63 1.03 0.81

Atom charges from the natural (NBO) analysis, given in e for atoms 1 to 6: N -0.877; C -0.111; C -0.626; C -0.212; N -0.858; H 0.359

***

# 3
Formula: C3H16NO3
Source: the OMol25 dataset
Level of theory: the ωB97M-V functional and the def2-TZVPD basis

- lowest unoccupied orbital energy (hartree) = -0.1016
- charge = +1
- E_HOMO (eV) = -14.93
- calculated total energy (hartree) = -404.095831
- HOMO-LUMO gap (eV) = 12.2
- energy relative to the best compared isomer or geometry (same formula, charge and spin) (eV) = 1.858

Cartesian coordinates (Å):
C: -2.59 -0.08 -1.26
C: -1.67 -0.67 -0.19
N: -0.24 -0.38 -0.35
C: 0.08 -0.60 -1.83
H: -3.43 0.41 -0.74
H: -2.07 0.83 -1.78
H: -2.91 -0.75 -2.07
H: -1.99 -0.27 0.93
H: -1.81 -1.79 -0.16
H: 0.47 -0.94 0.35
H: -0.01 0.61 -0.04
H: 1.15 -0.27 -1.99
H: -0.49 -0.16 -2.65
H: -0.11 -1.58 -2.00
H: 3.10 -0.28 0.47
H: 2.53 0.09 1.72
O: 2.25 0.06 0.71
H: 0.82 3.02 -0.54
H: -0.20 3.32 0.60
O: 0.17 2.65 0.05
H: 1.62 -1.44 3.63
H: 3.04 -0.90 3.89
O: 2.30 -0.89 3.25

Atom charges from the natural (NBO) analysis, given in e for atoms 1 to 6: C -0.655; C -0.241; N -0.569; C -0.427; H 0.253; H 0.224

***

# 4
Formula: C3H16NO3S
Source: the OMol25 dataset
Level of theory: the ωB97M-V functional and the def2-TZVPD basis

- lowest unoccupied orbital energy (hartree) = -0.1026
- charge = +1
- E_HOMO (eV) = -12.92
- calculated total energy (hartree) = -802.324114
- HOMO-LUMO gap (eV) = 10.1
- energy relative to the best compared isomer or geometry (same formula, charge and spin) (eV) = 0.730

Cartesian coordinates (Å):
C: 0.85 0.60 -0.03
C: 0.73 1.12 1.40
C: -0.36 2.18 1.53
S: -1.99 1.37 1.48
N: -0.08 -0.50 -0.47
H: 0.61 1.43 -0.68
H: 1.84 0.28 -0.15
H: 1.68 1.55 1.69
H: 0.48 0.33 2.12
H: -0.23 2.86 0.68
H: -0.21 2.86 2.37
H: -2.63 2.55 1.36
H: 0.39 -1.40 -0.55
H: -0.94 -0.47 0.07
H: -0.42 -0.27 -1.40
H: -3.68 -2.16 -0.72
H: -2.86 -1.31 0.22
O: -2.77 -2.01 -0.44
H: 1.43 -1.32 -3.74
H: 0.50 -0.12 -3.55
O: 0.88 -0.87 -3.08
H: 2.56 -2.09 1.32
H: 2.34 -2.57 -0.04
O: 1.88 -2.04 0.63

Atom charges from the natural (NBO) analysis, given in e for atoms 1 to 6: C -0.219; C -0.433; C -0.511; S -0.080; N -0.675; H 0.206

***

- energy relative to the best compared isomer or geometry (same formula, charge and spin) of number 4 (C3H16NO3S)?
  0.730 eV

***

- Which value of HOMO-LUMO gap does entry 1 give?
  9.6 eV